Density functional theory data (ωB97M-V with the def2-TZVPD basis set) for a molecular structure, C32H38CaN2O2PSe2.

XYZ file:
```
78
Properties=species:S:1:pos:R:3
Ca 1.27723 -0.23379 0.34293
C 1.57793 -3.29282 3.95413
C 2.52772 -3.49744 2.77766
C 3.67460 -2.48983 2.86093
C 1.82329 -3.46980 1.43071
C 0.45941 -3.72441 1.29440
C -0.14639 -3.79538 0.04919
C 0.57711 -3.62186 -1.12517
C -0.06864 -3.77468 -2.47065
C 1.93419 -3.34156 -0.99918
C 2.54132 -3.27341 0.25016
H 2.14409 -3.30841 4.88602
H 0.82243 -4.07642 4.02483
H 1.07743 -2.32497 3.88431
H 2.95823 -4.50633 2.86169
H 3.28642 -1.47720 2.69920
H 4.47883 -2.70551 2.15579
H 4.10961 -2.51713 3.86257
H -0.15205 -3.84984 2.17615
H -1.21278 -3.97960 -0.00886
H -0.03609 -4.81828 -2.79252
H 0.43723 -3.17129 -3.22357
H -1.10996 -3.45612 -2.44509
H 2.53358 -3.18998 -1.89084
H 3.60605 -3.08006 0.29948
Se -2.31086 2.43763 -0.90699
P -1.48907 1.38060 -2.56914
Se -0.23498 -0.36145 -2.24158
C -2.83365 0.83473 -3.69723
C -4.07692 1.45370 -3.63837
C -5.09229 1.07214 -4.50294
C -4.87458 0.06789 -5.43318
C -3.63730 -0.55985 -5.49062
C -2.62561 -0.18264 -4.62381
C -0.51876 2.50901 -3.64345
C 0.03914 2.02806 -4.82583
C 0.79061 2.85918 -5.63521
C 1.00730 4.18163 -5.26341
C 0.46415 4.66184 -4.08451
C -0.30158 3.82925 -3.27865
H -4.24219 2.22897 -2.90081
H -6.05824 1.55685 -4.44122
H -5.66781 -0.23427 -6.10522
H -3.46233 -1.35541 -6.20357
H -1.67763 -0.70512 -4.64134
H -0.09718 0.99104 -5.10449
H 1.21913 2.47412 -6.55087
H 1.60491 4.83046 -5.89069
H 0.63702 5.68724 -3.78381
H -0.73732 4.19750 -2.35845
N -0.18141 4.02210 1.51227
C 0.42848 2.72750 1.20058
C 1.56838 2.88768 0.23147
O 1.93390 4.13873 -0.00496
O 2.14303 1.95349 -0.29517
H -0.45444 4.05141 2.48544
H -1.02353 4.13647 0.95469
H 1.32389 4.67491 0.56228
H -0.30083 2.05589 0.73894
H 0.83640 2.20851 2.07854
C 2.37805 0.56773 5.04255
C 0.91135 0.39488 4.77469
C -0.01864 0.52169 5.78382
C -1.38611 0.34283 5.57297
C -1.80474 0.01598 4.28809
C -0.90895 -0.11452 3.24339
C -1.38639 -0.51940 1.88501
C 0.52148 0.08234 3.42433
N 1.36269 -0.02651 2.40929
H 2.55703 0.91928 6.06159
H 2.82668 1.26606 4.33083
H 2.92162 -0.37074 4.89982
H 0.33515 0.76784 6.78268
H -2.09447 0.44913 6.38481
H -2.86115 -0.14773 4.08901
H -2.45584 -0.74615 1.86442
H -0.85886 -1.42170 1.54429
H -1.25749 0.25531 1.11546
```

Results
**Charge**: -1
**Highest occupied orbital energy**: -2.452 eV
**M**: 711.64 g mol⁻¹
**Energy above the lowest of the compared OMol25 structures with the same formula, charge and spin**: 0.0 kJ/mol



Density functional theory data (ωB97M-V with the def2-TZVPD basis set) for a molecular structure, C11H20MnN2S3.

XYZ file:
```
37
Properties=species:S:1:pos:R:3
Mn 0.03249 0.82737 0.15213
C -3.09660 0.95256 1.37312
C -3.32890 0.72342 -0.11017
S -1.91103 0.02612 -1.02255
C -1.76394 -1.71904 -0.57376
C -1.54042 -2.07533 0.89385
S -0.09119 -1.27553 1.66308
C -0.79968 -0.56605 3.19571
C -0.86818 0.95694 3.22439
S -1.46697 1.71752 1.68458
H -3.15379 0.04196 1.96017
H -3.82831 1.66049 1.76586
H -3.54417 1.65224 -0.63951
H -4.17526 0.05328 -0.27730
H -0.95212 -2.07688 -1.20991
H -2.68616 -2.18001 -0.93929
H -1.36548 -3.15012 0.94593
H -2.41344 -1.86443 1.50428
H -0.16257 -0.89621 4.01592
H -1.76976 -1.03347 3.35279
H 0.10869 1.41893 3.37978
H -1.51643 1.32289 4.02516
C 3.26106 -0.36392 -4.21990
C 2.75284 0.00298 -2.86840
C 3.43918 0.45633 -1.73611
C 2.48025 0.68115 -0.78609
N 1.24837 0.37516 -1.27623
N 1.45620 -0.04975 -2.54837
C 2.53530 1.22452 0.61580
H 4.34408 -0.28810 -4.24323
H 2.85325 0.30649 -4.97709
H 2.98024 -1.38398 -4.48168
H 4.50345 0.61687 -1.65803
H 0.68961 -0.27619 -3.16581
H 3.53640 1.56596 0.88128
H 2.28198 0.46998 1.36614
H 1.93098 2.14584 0.73347
```

Results
**Multiplicity**: 5
**Charge**: +3
**Highest occupied orbital energy (alpha / beta)**: -19.562 / -19.737 eV
**M**: 331.43 g mol⁻¹
**Expectation value of S²**: 6.24
**Energy above the lowest of the compared OMol25 structures with the same formula, charge and spin**: 0.0 kJ/mol



Density functional theory data (ωB97M-V with the def2-TZVPD basis set) for 2 unconnected molecules or ions with the total composition C5H13N2 at a distorted geometry.

XYZ file:
```
20
Properties=species:S:1:pos:R:3
C 2.00598 -1.25933 -1.13444
C -1.10194 1.80689 2.11626
C 0.36362 -0.32737 -2.78527
C 0.02023 1.07366 1.25034
C -0.74314 -0.05907 0.64607
N -0.84254 -1.29259 1.10216
N 0.94199 -0.81753 -1.57515
H 2.15344 -1.32703 -0.11099
H 2.81096 -1.66453 -1.83928
H -0.58932 2.57066 2.63336
H -1.73554 1.22067 2.75596
H -1.82225 2.41937 1.41491
H -0.60636 -0.88619 -3.14076
H 1.10717 -0.45294 -3.65151
H 0.20863 0.63788 -2.54568
H 0.86084 0.58249 1.89135
H 0.38764 1.59028 0.39283
H -1.64048 0.02241 -0.00454
H -1.58579 -1.94231 1.00132
H -0.19314 -1.89540 1.58306
```

Results
**Charge**: +1
**Highest occupied orbital energy**: -12.498 eV
**M**: 101.17 g mol⁻¹
**Energy above the lowest of the compared OMol25 structures with the same formula, charge and spin**: 418.8 kJ/mol



Density functional theory data (ωB97M-V with the def2-TZVPD basis set) for a molecular structure, C19H55FO9S8Tl at a distorted geometry.

XYZ file:
```
93
Properties=species:S:1:pos:R:3
Tl -0.11798 -0.33739 0.30041
F 0.61635 -1.21451 3.03758
C 4.49171 0.18618 1.74197
C 4.05581 0.78474 0.39821
C 5.21382 0.70785 -0.65383
O 2.75214 0.36057 -0.00293
H 3.65432 0.14309 2.43841
H 5.24785 0.80714 2.22235
H 4.97341 -0.78383 1.61889
H 4.00957 1.84703 0.63800
H 5.07346 -0.18951 -1.25644
H 6.20971 0.92321 -0.26663
H 5.01566 1.47250 -1.40493
C -4.27932 2.42305 -1.89657
S -3.68410 1.94525 -0.18318
O -2.56473 0.99735 -0.39285
C -2.85825 3.48111 0.32614
H -5.07153 3.16831 -1.82516
H -4.65437 1.57040 -2.46263
H -3.37482 2.69283 -2.44173
H -2.49552 3.31586 1.34065
H -3.47620 4.37847 0.29475
H -1.97369 3.60801 -0.29801
C -0.45961 3.27519 -3.59115
S 0.12121 3.41122 -1.82355
O -0.21713 2.13949 -1.11307
C 1.91206 3.34513 -2.19356
H 0.11617 3.93720 -4.23793
H -1.53341 3.46221 -3.59933
H -0.30330 2.28237 -4.01303
H 2.15073 3.93697 -3.07723
H 2.36807 2.36564 -2.33766
H 2.40955 3.88966 -1.39101
C -3.69613 -3.20735 -2.83475
S -3.51983 -2.26932 -1.22470
O -2.26816 -1.39004 -1.28462
C -5.00710 -1.18142 -1.30634
H -2.95326 -4.00396 -2.87559
H -3.51889 -2.52239 -3.66391
H -4.62787 -3.74352 -3.01496
H -4.98333 -0.60806 -0.37963
H -5.87218 -1.84326 -1.34769
H -4.96475 -0.53000 -2.17924
C 2.62570 -3.27539 1.42675
S 2.45761 -3.56247 -0.33598
O 1.51044 -2.47189 -0.83493
C 4.18387 -3.10952 -0.81347
H 3.47668 -3.80187 1.85889
H 1.69615 -3.44502 1.97014
H 2.79797 -2.22767 1.67317
H 4.96634 -3.69362 -0.32905
H 4.39394 -2.13627 -0.36990
H 4.44942 -3.18846 -1.86768
C -3.09055 -3.72959 2.20565
S -1.68830 -4.25578 1.05794
O -1.08918 -2.96394 0.52274
C -0.51222 -4.78061 2.48484
H -3.82725 -3.13666 1.66361
H -2.61314 -3.08731 2.94569
H -3.64635 -4.47044 2.78040
H -0.45927 -3.89770 3.12185
H 0.44038 -5.10768 2.06810
H -0.89849 -5.54461 3.15952
C 2.28307 2.89477 3.77449
S 0.75037 3.16507 2.66687
O 0.19640 1.85905 2.14605
C 1.73389 4.03109 1.38214
H 2.68797 3.87068 4.04238
H 3.11083 2.31304 3.36891
H 1.96515 2.54374 4.75623
H 2.48563 4.71043 1.78400
H 1.07523 4.63649 0.75944
H 2.17861 3.29500 0.71245
C 0.99329 -2.42156 -3.86729
S 1.07093 -0.58617 -3.80974
O 0.30491 -0.14540 -2.53173
C 2.90567 -0.31315 -3.62631
H -0.05383 -2.61492 -3.63433
H 1.57215 -2.86796 -3.05875
H 1.32098 -2.80944 -4.83180
H 3.49275 -0.58700 -4.50292
H 3.19226 -0.76477 -2.67658
H 2.97726 0.76196 -3.46165
C -4.56683 0.87726 2.70087
S -3.22884 -0.31648 3.14392
O -2.50036 -0.44560 1.80979
C -2.18406 0.92915 4.07920
H -4.33496 1.88268 2.34950
H -5.25372 0.97306 3.54176
H -5.24772 0.52970 1.92389
H -2.70883 1.06862 5.02433
H -2.10048 1.87243 3.53945
H -1.20775 0.51082 4.32396
```

Results
**Multiplicity**: 2
**Charge**: +2
**Highest occupied orbital energy (alpha / beta)**: -12.904 / -12.900 eV
**M**: 907.56 g mol⁻¹
**Expectation value of S²**: 1.71



Density functional theory data (ωB97M-V with the def2-TZVPD basis set) for a molecular structure, C34H39N5O3P2PtS at a distorted geometry.

XYZ file:
```
85
Properties=species:S:1:pos:R:3
Pt -0.93582 0.67029 1.19744
C 2.45060 -3.62686 -3.21791
C 3.08182 -2.44988 -3.17775
C 3.06106 -1.45106 -4.29942
C 1.74577 -1.34567 -5.10784
C 0.47402 -1.48131 -4.30609
C -0.12730 -2.66257 -4.14154
C 0.42910 -3.92116 -4.77361
C 1.91784 -4.23994 -4.47445
C -2.90916 0.76664 1.88539
H 2.36364 -4.30099 -2.36462
H 3.84209 -2.23895 -2.41817
H 3.88010 -1.73214 -4.98777
H 3.31956 -0.44212 -3.92964
H 1.73577 -0.37031 -5.62376
H 1.75568 -2.09383 -5.91347
H 0.02207 -0.53478 -3.99964
H -1.10812 -2.75499 -3.67378
H 0.32941 -3.82874 -5.86968
H -0.16343 -4.80112 -4.47866
H 2.01358 -5.33282 -4.37049
H 2.54545 -3.95569 -5.33005
H -2.98735 -0.03287 2.64536
H -3.67720 0.63451 1.10983
H -3.03585 1.75749 2.36041
P -1.43159 1.08472 -0.89300
P 1.22249 0.48626 0.58134
N -2.64529 0.05568 -1.57801
N -2.09955 2.66889 -1.18807
N 1.53283 -1.19911 0.56474
N 2.51526 1.07041 1.54247
C 0.04620 0.99138 -1.92571
C 1.36237 1.15212 -1.11251
C -3.32190 -0.94153 -0.86544
C -4.31104 -1.48793 -1.66389
C -4.23347 -0.83237 -2.93360
C -3.21266 0.10882 -2.85449
C -3.19505 3.18412 -0.47175
C -3.33104 4.53496 -0.76289
C -2.29806 4.87195 -1.69607
C -1.57875 3.71566 -1.95650
C 0.81746 -2.18472 1.26064
C 1.19804 -3.42530 0.78354
C 2.25254 -3.21132 -0.14669
C 2.43193 -1.84346 -0.27257
C 3.86741 0.69485 1.59581
C 4.51373 1.48736 2.53325
C 3.54729 2.39708 3.06462
C 2.34743 2.14061 2.43390
H 0.00230 1.75888 -2.71460
H 0.03595 0.00771 -2.42378
H 2.20600 0.67905 -1.64124
H 1.62852 2.21993 -0.96868
H -3.05589 -1.15312 0.15397
H -4.99818 -2.26323 -1.35635
H -4.84672 -1.04475 -3.79756
H -2.84757 0.81482 -3.58366
H -3.77307 2.54648 0.17660
H -4.05643 5.21843 -0.34133
H -2.08600 5.84909 -2.10275
H -0.74318 3.54558 -2.61740
H 0.13125 -1.92537 2.04893
H 0.79211 -4.37930 1.08002
H 2.80330 -3.96879 -0.67168
H 3.11146 -1.25598 -0.86822
H 4.25314 -0.10116 0.98348
H 5.55059 1.43896 2.81464
H 3.70646 3.14911 3.81637
H 1.37688 2.59652 2.52060
O -0.79757 3.11556 3.14344
C -0.72022 2.07195 3.81354
N -0.50750 0.82816 3.24182
S -0.46764 -0.49022 4.28815
O -1.56023 -1.37675 3.94203
O 0.88424 -1.00278 4.33172
C -0.82350 0.59202 5.69068
C -1.11937 0.26601 7.01847
C -1.35842 1.30300 7.94043
C -1.33683 2.63853 7.51316
C -1.11588 2.95332 6.17470
C -0.84969 1.91838 5.27629
H -1.19292 -0.77869 7.31547
H -1.58258 1.07270 8.98608
H -1.50649 3.43242 8.23530
H -1.15628 3.97329 5.80216
```

Results
**Multiplicity**: 3
**Charge**: 0
**Highest occupied orbital energy (alpha / beta)**: -3.051 / -7.476 eV
**M**: 854.81 g mol⁻¹
**Expectation value of S²**: 2.02
**Energy above the lowest of the compared OMol25 structures with the same formula, charge and spin**: 138.8 kJ/mol



Density functional theory data (ωB97M-V with the def2-TZVPD basis set) for a molecular structure, C39H67F6Ge2N10O2PSbSi3Ti at a distorted geometry.

XYZ file:
```
132
Properties=species:S:1:pos:R:3
Ti -0.86290 0.73479 0.86314
C 0.32775 5.83559 -0.40115
N 0.53841 4.47774 0.00836
C 1.73414 3.92173 0.31503
C 1.49769 2.61724 0.64648
N 0.15669 2.36865 0.54427
C -0.42037 3.52467 0.16806
P -2.14373 3.75028 -0.40104
C -2.24956 2.20003 -1.37567
N -1.78679 1.02310 -0.94077
C -2.22371 0.08232 -1.81936
C -2.97093 0.69250 -2.79055
N -2.97499 2.02386 -2.50558
C -3.62005 3.06091 -3.26101
C -3.06309 2.84000 0.92255
N -2.77549 1.57500 1.28097
C -3.92936 1.04174 1.76582
C -4.92001 1.98461 1.70803
N -4.37454 3.09728 1.15514
C -5.04886 4.34027 0.89460
H 1.24104 6.40453 -0.24301
H -0.47928 6.27901 0.18097
H 0.06784 5.87824 -1.46013
H 2.65022 4.47690 0.27654
H 2.19219 1.85036 0.94701
H -1.97372 -0.95614 -1.69726
H -3.50076 0.29069 -3.63052
H -3.47719 2.89940 -4.32924
H -3.18259 4.02041 -2.98511
H -4.69003 3.07823 -3.04828
H -3.98470 0.03087 2.12772
H -5.94498 1.93805 2.01636
H -6.10985 4.22786 1.11369
H -4.92548 4.61541 -0.15531
H -4.63341 5.13690 1.51675
N 0.71000 -0.40372 2.26530
C 1.58518 -1.31384 1.51829
C 3.05259 -1.23720 1.97995
C 3.89364 -2.45727 1.59284
C 3.41280 -3.76894 2.22415
N 2.46960 -4.47181 1.35806
C 1.57901 -5.40181 1.71196
N 1.04092 -6.17935 0.77355
N 1.20689 -5.57329 2.97567
C 1.39383 -1.00029 0.03376
O 2.09780 -1.63759 -0.78555
O 0.53937 -0.16166 -0.30299
H 1.27983 0.25463 2.80339
H 0.15193 -0.92491 2.94749
H 1.25385 -2.34898 1.64698
H 3.05799 -1.14502 3.07181
H 3.52620 -0.34202 1.56818
H 4.91284 -2.26833 1.93107
H 3.92424 -2.55829 0.50844
H 2.93539 -3.55764 3.18225
H 4.28022 -4.41417 2.40494
H 2.71671 -4.43601 0.37672
H 1.33429 -6.14438 -0.18825
H 0.28767 -6.81145 0.99456
H 1.51645 -4.96127 3.70968
H 0.49355 -6.24293 3.21633
F -1.80053 -1.01113 1.23348
Sb -1.95140 -3.05239 1.05442
F -0.45333 -2.72521 -0.14971
F -0.62340 -3.15921 2.47379
F -1.63642 -4.90406 0.75834
F -3.24439 -2.86417 2.41342
F -3.15804 -2.75705 -0.37052
C -0.52492 -4.59560 -2.45206
Si 0.02864 -3.19348 -3.62704
C -1.45354 -2.19449 -4.30130
C 1.09661 -3.88232 -5.04840
Ge 1.70884 -1.41801 -2.80842
Si 4.10699 -2.25864 -2.99931
C 5.24157 -1.20369 -1.87088
C 4.71742 -2.16623 -4.79448
C 3.98607 -4.07693 -2.37844
Si 1.84372 1.01140 -3.47924
C 3.34050 1.86509 -2.64794
C 0.31987 2.11905 -3.16447
C 1.96146 0.70427 -5.35721
H -0.72057 -5.50837 -3.00907
H -1.44131 -4.33185 -1.92680
H 0.23537 -4.80634 -1.70623
H -1.80245 -2.63123 -5.23252
H -1.18759 -1.15805 -4.49922
H -2.28944 -2.20779 -3.60891
H 0.56113 -4.64107 -5.61078
H 2.01768 -4.32850 -4.68605
H 1.35966 -3.08937 -5.74249
H 5.80445 -0.48408 -2.45683
H 5.97250 -1.81621 -1.35300
H 4.67913 -0.65374 -1.12335
H 4.82857 -1.14205 -5.13487
H 4.05732 -2.67860 -5.48455
H 5.69146 -2.63803 -4.86516
H 3.10545 -4.19527 -1.75072
H 4.86229 -4.38568 -1.81674
H 3.89108 -4.76495 -3.21267
H 3.25931 1.83117 -1.56305
H 3.41117 2.91085 -2.93596
H 4.27424 1.39102 -2.92966
H 0.21184 2.32969 -2.10354
H -0.58443 1.63224 -3.51269
H 0.40750 3.06482 -3.69234
H 2.70466 -0.05238 -5.58488
H 2.23640 1.60351 -5.89664
H 1.01275 0.36127 -5.76345
Ge -0.92179 1.87973 3.29570
C -1.41132 3.81126 3.35157
C -2.69880 4.28434 3.57939
C -2.95190 5.64631 3.58931
C -1.93233 6.55220 3.34742
C -0.64492 6.09167 3.11766
C -0.39201 4.73121 3.11931
C -1.92291 0.64683 4.49339
C -1.22256 -0.40634 5.07370
C -1.87576 -1.35364 5.83755
C -3.24670 -1.27316 6.02015
C -3.95003 -0.21276 5.47581
C -3.29228 0.73269 4.70902
H 0.49590 1.95463 4.00795
H -3.50285 3.59587 3.80316
H -3.94536 6.00822 3.80545
H -2.13937 7.61043 3.37002
H 0.15724 6.79637 2.95693
H 0.61854 4.36097 2.98624
H -0.14238 -0.43626 4.98439
H -1.31986 -2.15002 6.30478
H -3.75370 -2.02308 6.60395
H -5.01051 -0.11748 5.64757
H -3.85064 1.56631 4.31165
```

Results
**Charge**: +3
**Highest occupied orbital energy**: -14.527 eV
**M**: 1252.10 g mol⁻¹
**Energy above the lowest of the compared OMol25 structures with the same formula, charge and spin**: 0.0 kJ/mol



> Number 3 is which compound?

C5H13N2



> What is the charge in the second record?

+3